1.
The following is a DFT calculation (ωB97M-V/def2-TZVPD) of a 2-piece molecular cluster, C3H8S2 overall at a distorted geometry.

Structure (XYZ):
```
13
Properties=species:S:1:pos:R:3:nbo_charge:R:1
C -3.288 0.086 0.408 -0.41
C -2.532 -0.690 1.207 -0.39
H -3.046 0.012 -0.693 0.20
H -3.804 0.965 0.802 0.20
H -1.953 -1.466 0.777 0.20
H -2.627 -0.535 2.358 0.20
C 1.909 -1.405 -0.865 -0.75
S 0.771 -0.015 -1.158 0.10
S 1.010 1.049 0.780 -0.14
H 1.725 -1.925 0.035 0.23
H 3.010 -1.171 -0.786 0.22
H 1.792 -1.809 -1.901 0.24
H -0.142 1.426 0.940 0.11
```

LUMO level in eV: 0.094
E_tot in eV: -24909.1050
Structure (SMILES): C=C.CSS
ΔE to the lowest compared entry with this formula, charge and spin in kcal per mole: 52.9


2.
The following is a DFT calculation (ωB97M-V/def2-TZVPD) of C23H33ClN2O3STi as an isolated structure.

Structure (XYZ):
```
64
Properties=species:S:1:pos:R:3:mulliken_charge:R:1
Ti -0.884 -0.025 0.085 0.45
C -2.401 3.617 3.220 -1.20
C -2.441 2.104 2.988 -0.73
C -1.183 1.415 3.452 0.59
C -1.030 1.096 4.796 -0.70
C 0.114 0.465 5.256 -0.98
C 1.134 0.129 4.377 -0.99
C 1.036 0.430 3.027 0.49
C 2.170 0.095 2.091 0.56
C 3.035 1.303 1.735 -1.26
C -0.121 1.094 2.592 0.40
N -0.260 1.393 1.194 1.60
C -0.229 2.620 0.638 -0.42
C -0.759 2.722 -0.623 -0.51
C -0.978 3.772 -1.546 -0.99
C -1.691 3.230 -2.593 -0.86
C -1.895 1.867 -2.294 -0.50
N -1.335 1.547 -1.127 0.48
H -3.338 4.078 2.912 0.41
H -1.591 4.094 2.665 0.25
H -2.243 3.840 4.275 0.38
H -2.640 1.897 1.932 -0.10
H -3.282 1.684 3.541 0.60
H -1.829 1.337 5.487 0.53
H 0.209 0.221 6.305 0.44
H 2.019 -0.374 4.744 0.48
H 1.783 -0.370 1.175 -0.92
H 2.788 -0.669 2.564 0.68
H 2.469 2.066 1.197 0.20
H 3.880 1.012 1.110 0.42
H 3.433 1.763 2.639 0.37
H 0.184 3.464 1.181 0.62
H -0.665 4.798 -1.428 0.56
H -2.055 3.739 -3.470 0.51
H -2.439 1.139 -2.879 0.65
C 2.964 -4.435 -1.322 -1.45
C 2.095 -3.288 -1.835 -0.16
C 2.713 -1.959 -1.427 -0.73
S 1.776 -0.466 -1.761 0.43
O 0.396 -0.756 -1.042 -0.58
C 1.370 -0.590 -3.521 -1.03
C 0.070 -1.320 -3.846 0.28
C -0.093 -1.427 -5.360 -1.54
H 2.536 -5.391 -1.619 0.40
H 3.031 -4.422 -0.233 0.36
H 3.974 -4.381 -1.728 0.37
H 1.088 -3.369 -1.423 0.23
H 2.018 -3.346 -2.922 0.25
H 3.666 -1.762 -1.929 0.60
H 2.901 -1.911 -0.351 0.41
H 2.240 -1.083 -3.962 0.62
H 1.347 0.440 -3.879 0.58
H -0.769 -0.767 -3.419 -0.07
H 0.060 -2.310 -3.393 0.29
H -0.095 -0.444 -5.832 0.38
H -1.033 -1.919 -5.603 0.40
H 0.713 -2.014 -5.802 0.38
Cl -3.323 -3.330 -1.457 -0.12
C -3.614 -2.707 0.189 -0.57
C -2.636 -1.595 0.346 1.10
O -1.449 -1.795 0.783 -0.55
O -2.860 -0.400 -0.035 -0.53
H -3.415 -3.497 0.907 0.35
H -4.637 -2.349 0.255 0.36
```

LUMO level in eV: -7.693
E_tot in eV: -79970.4373
Total charge: +2


3.
The following is a DFT calculation (ωB97M-V/def2-TZVPD) of a 2-piece molecular cluster, C3H11NS2 overall.

Structure (XYZ):
```
17
Properties=species:S:1:pos:R:3:nbo_charge:R:1
C -0.403 -1.091 -1.537 -0.63
C -1.317 -0.805 -0.369 -0.53
S -2.893 -0.058 -0.896 0.09
S -3.845 0.116 0.914 -0.13
H -0.192 -0.192 -2.119 0.21
H -0.873 -1.818 -2.202 0.21
H 0.546 -1.528 -1.237 0.22
H -0.895 -0.061 0.304 0.21
H -1.485 -1.693 0.237 0.21
H -4.255 -1.156 1.038 0.12
C 1.741 1.034 0.570 -0.42
N 2.960 1.695 1.061 -0.82
H 1.594 0.013 0.924 0.16
H 1.744 1.051 -0.520 0.19
H 0.886 1.633 0.885 0.19
H 2.920 1.750 2.072 0.35
H 3.766 1.108 0.875 0.35
```

LUMO level in eV: 0.595
E_tot in eV: -26449.7725
Structure (SMILES): CCSS.CN
ΔE to the lowest compared entry with this formula, charge and spin in kcal per mole: 4.3


4.
The following is a DFT calculation (ωB97M-V/def2-TZVPD) of C8H12N2 as an isolated structure at a distorted geometry.

Structure (XYZ):
```
22
Properties=species:S:1:pos:R:3:nbo_charge:R:1
C -1.403 1.013 -2.569 -0.69
C -0.524 0.558 -1.391 -0.07
C 0.876 0.068 -1.382 -0.27
C 1.468 -0.216 0.003 0.20
C 0.489 -0.649 1.087 -0.06
C 1.158 -1.068 2.404 -0.68
C -0.822 -0.192 0.905 -0.22
C -1.316 0.379 -0.335 0.02
H -0.944 0.238 -3.545 0.20
H -2.539 0.348 -2.125 0.32
H -1.249 2.208 -2.799 0.25
H 1.509 -0.592 -2.406 0.25
H 3.523 -0.024 -0.321 0.37
H 3.095 -0.156 1.185 0.36
H 1.565 -0.098 2.898 0.22
H 0.366 -1.685 3.024 0.23
H 2.170 -1.751 2.500 0.25
H -1.195 -0.245 1.926 0.22
H -3.068 2.117 0.274 0.29
H -3.284 -0.342 0.646 0.38
N 2.897 -0.481 0.347 -0.80
N -2.773 0.571 -0.326 -0.78
```

LUMO level in eV: -0.431
E_tot in eV: -11459.7081
ΔE to the lowest compared entry with this formula, charge and spin in kcal per mole: 265.9


5.
The following is a DFT calculation (ωB97M-V/def2-TZVPD) of C30H36N4O8RuS2 as an isolated structure at a distorted geometry.

Structure (XYZ):
```
81
Properties=species:S:1:pos:R:3:lowdin_spin:R:1
Ru 3.354 -1.096 -0.091 3.03
C 5.794 -2.702 1.155 0.02
O 4.403 -2.390 1.137 0.16
C 3.575 -3.477 0.684 0.03
C 3.478 -3.546 -0.862 0.03
O 2.680 -2.448 -1.360 0.07
C 3.201 -1.823 -2.551 0.02
C 4.458 -0.949 -2.318 0.03
O 4.155 0.187 -1.531 0.10
C 5.344 0.960 -1.270 0.02
H 5.994 -3.526 1.846 0.00
H 6.330 -1.819 1.503 0.00
H 6.158 -2.956 0.154 0.00
H 2.603 -3.315 1.090 0.00
H 3.960 -4.417 1.100 0.01
H 2.962 -4.470 -1.151 0.01
H 4.475 -3.558 -1.311 0.00
H 2.399 -1.193 -2.943 0.00
H 3.418 -2.600 -3.294 0.01
H 4.837 -0.582 -3.282 0.00
H 5.250 -1.530 -1.833 0.01
H 5.779 1.300 -2.218 0.00
H 6.074 0.361 -0.715 0.00
H 5.104 1.816 -0.696 0.00
O 3.529 -0.785 1.674 1.14
N -3.395 4.921 1.755 0.00
C -2.373 4.430 0.925 0.00
C -2.593 4.269 -0.441 0.00
C -1.558 3.887 -1.295 0.00
C -0.283 3.717 -0.782 0.00
C -0.039 3.936 0.571 0.00
C -1.076 4.310 1.410 0.00
S 1.087 3.259 -1.837 0.00
O 1.926 4.443 -1.843 0.00
O 0.516 2.825 -3.095 0.00
N 1.761 1.990 -1.125 0.00
C 2.761 2.143 -0.305 0.01
S 3.470 3.705 0.188 0.01
C 4.569 2.923 1.245 0.00
C 4.349 1.605 1.152 0.01
N 3.385 1.097 0.318 0.11
H -4.318 4.655 1.442 0.00
H -3.246 4.698 2.729 0.00
H -3.578 4.437 -0.852 0.00
H -1.751 3.745 -2.351 0.00
H 0.960 3.826 0.973 0.00
H -0.859 4.503 2.456 0.00
H 5.299 3.423 1.857 0.00
H 4.961 0.943 1.752 0.00
C -7.278 0.968 -1.169 0.00
C -6.366 0.335 -0.152 0.00
C -6.763 0.297 1.186 0.00
C -5.938 -0.264 2.152 0.00
C -4.712 -0.796 1.785 0.00
C -4.300 -0.795 0.450 0.00
N -3.046 -1.296 0.064 0.00
C -2.251 -2.242 0.702 0.00
C -2.881 -3.365 1.265 0.00
C -2.158 -4.378 1.861 0.00
C -0.780 -4.300 1.890 0.00
C -0.144 -3.209 1.314 0.00
C -0.835 -2.169 0.709 0.00
C -0.017 -1.004 0.102 0.01
O -0.665 -0.050 -0.373 0.00
O 1.270 -1.100 0.121 0.11
C -5.133 -0.226 -0.526 0.00
C -4.680 -0.185 -1.963 0.00
H -8.125 1.465 -0.689 0.00
H -7.679 0.208 -1.845 0.00
H -6.745 1.726 -1.748 0.00
H -7.716 0.721 1.487 0.00
H -6.238 -0.270 3.193 0.00
H -4.055 -1.189 2.553 0.00
H -2.438 -0.540 -0.295 0.00
H -3.961 -3.450 1.208 0.00
H -2.670 -5.232 2.288 0.00
H -0.191 -5.087 2.350 0.00
H 0.909 -3.156 1.332 0.00
H -3.916 -0.933 -2.177 0.00
H -4.277 0.791 -2.201 0.00
H -5.510 -0.403 -2.640 0.00
```

LUMO level (alpha / beta) in eV: 2.166 / 2.143
E_tot in eV: -78277.8011
Total charge: -1
ΔE to the lowest compared entry with this formula, charge and spin in kcal per mole: 142.9
2S+1: 6
⟨S²⟩: 8.769


6.
The following is a DFT calculation (ωB97M-V/def2-TZVPD) of a 9-piece molecular cluster, C12H42N4O9 overall at a distorted geometry.

Structure (XYZ):
```
67
Properties=species:S:1:pos:R:3:nbo_charge:R:1
N -2.075 -0.748 -1.852 -0.85
C -2.799 -1.514 -2.590 0.74
N -3.550 -2.307 -1.931 -0.83
O -2.781 -1.512 -3.947 -0.74
H -1.306 -0.146 -2.294 0.44
H -1.864 -0.942 -0.850 0.40
H -4.017 -3.025 -2.509 0.43
H -3.763 -2.260 -0.930 0.40
N -1.343 2.729 -1.860 -0.84
C -0.741 2.578 -2.981 0.74
N -1.416 1.955 -3.916 -0.86
O 0.509 3.100 -3.145 -0.76
H -0.727 3.240 -1.134 0.46
H -2.295 2.447 -1.605 0.40
H -0.940 1.977 -4.903 0.42
H -2.481 1.754 -3.962 0.44
C 1.225 -4.078 -0.394 -0.64
C -0.032 -3.455 -1.058 -0.06
O -0.733 -2.686 -0.098 -0.75
H 1.859 -4.390 -1.203 0.21
H 1.060 -4.837 0.379 0.22
H 1.677 -3.202 0.076 0.22
H -0.650 -4.227 -1.480 0.16
H 0.207 -2.733 -1.837 0.18
H -1.631 -2.622 -0.419 0.46
C 1.474 2.307 3.024 -0.66
C 0.850 1.840 4.308 -0.06
O -0.427 1.461 4.243 -0.72
H 0.934 3.031 2.506 0.20
H 1.633 1.455 2.218 0.22
H 2.458 2.713 3.232 0.22
H 0.869 2.648 5.061 0.15
H 1.333 0.959 4.750 0.19
H -1.031 2.172 3.960 0.47
C 1.331 -1.934 3.883 -0.65
C 1.047 -3.331 3.273 -0.05
O -0.146 -3.266 2.497 -0.74
H 0.487 -1.718 4.543 0.21
H 1.398 -1.258 3.017 0.21
H 2.240 -1.997 4.486 0.21
H 0.856 -4.169 4.058 0.17
H 1.977 -3.644 2.731 0.15
H -0.048 -2.630 1.767 0.48
C 1.099 0.530 -0.523 -0.24
O 1.242 -0.551 0.447 -0.79
H 1.632 0.310 -1.425 0.19
H 1.659 1.353 -0.112 0.17
H 0.044 0.694 -0.653 0.16
H 0.405 -0.886 0.822 0.50
C 1.662 -0.226 -4.221 -0.26
O 0.266 -0.221 -4.045 -0.75
H 1.979 -0.411 -5.283 0.17
H 2.020 -1.128 -3.688 0.17
H 2.194 0.646 -3.717 0.18
H -0.174 0.600 -4.207 0.48
C 1.675 4.241 -0.308 -0.25
O 0.365 3.989 0.126 -0.74
H 1.632 5.014 -1.103 0.18
H 2.069 3.386 -0.807 0.21
H 2.337 4.594 0.493 0.16
H 0.020 4.727 0.628 0.48
C -2.058 0.732 1.522 -0.25
O -1.229 -0.304 1.922 -0.76
H -2.926 0.943 2.214 0.16
H -2.394 0.681 0.475 0.17
H -1.454 1.598 1.611 0.16
H -0.691 -0.051 2.718 0.51
```

LUMO level in eV: 0.063
E_tot in eV: -37509.4139
Structure (SMILES): NC(N)=O.NC(N)=O.CCO.CCO.CCO.CO.CO.CO.CO
ΔE to the lowest compared entry with this formula, charge and spin in kcal per mole: 5.0